[1]
This record from OMol25 describes an isolated ion of composition C5H8N and charge +1 in a non-equilibrium geometry. The level of theory is ωB97M-V/def2-TZVPD.

Values from the calculation:
Gap between HOMO and LUMO = 8.8 eV
E_HOMO = -0.5380 Eh
Net charge = +1
SMILES = C=C1C=[N+]1CC

Last column: Löwdin charge in e.
Element x y z (Å)
N 0.0011 0.0605 0.3248  0.14
C 0.5492 0.1727 1.7607  -0.16
C 0.3248 0.6499 -0.8880  -0.20
C 1.2842 0.1029 2.8492  0.11
C -0.1881 -0.8476 1.2757  0.16
C -0.6525 0.2618 -1.9660  -0.04
H -1.6429 0.6918 -1.9614  0.10
H -0.5067 -1.8541 1.7544  0.22
H -0.4984 -0.7867 -1.9453  0.08
H 1.1211 -0.8369 3.4570  0.11
H -0.2150 0.6980 -2.8604  0.10
H 0.3154 1.6866 -0.8057  0.13
H 1.2909 0.2009 -1.1937  0.17
H 1.7281 0.9604 3.4197  0.10



[2]
This record from OMol25 describes an isolated ion of composition C5H8N and charge +1 in a non-equilibrium geometry. The level of theory is ωB97M-V/def2-TZVPD.

Values from the calculation:
Gap between HOMO and LUMO = 9.2 eV
E_HOMO = -0.5440 Eh
Net charge = +1
SMILES = C=[N+]=C/C=C/C

Last column: Löwdin charge in e.
Element x y z (Å)
N 0.1976 1.1645 1.5993  0.10
C -0.5608 -0.7210 0.6463  -0.03
C -0.3318 -0.2150 -0.5940  -0.07
C 0.7750 1.8018 0.6719  0.12
C -0.2312 0.0058 1.8493  0.00
C -0.2628 -1.1142 -1.7945  -0.04
H -0.1714 -2.1728 -1.5911  0.09
H -0.7400 -1.7490 0.8042  0.12
H -0.4879 -0.4354 2.7978  0.16
H -0.2642 0.8846 -0.6673  0.11
H -1.0860 -1.0028 -2.5879  0.13
H 1.7536 1.5033 0.5113  0.12
H 0.7143 -0.7821 -2.0968  0.09
H 0.6955 2.8322 0.4514  0.12



Result set for relative energy (zero: lowest compared OMol25 entry of this formula, charge and spin): 144.93, 79.32 kcal/mol, one per record in the order listed.
Result set for E_tot: -6791.80387, -6794.64857 eV, one per record in the order listed.
Result set for LUMO level: -5.8, -5.6 eV, one per record in the order listed.